1.
172
Properties=species:S:1:pos:R:3 method="wB97M-V/def2-TZVPD" total_charge=0 total_energy_ev=-91724.8724 fmax_ha_per_bohr=0.040 relative_energy_kcal_mol=14.22 lumo_energy_ev="-0.319 / -0.320" e_homo_ev="-8.293 / -8.715" s2=6.016 spin_multiplicity=5
C -2.73 2.09 -7.15
C -4.07 1.43 -7.52
C -4.09 -0.11 -7.30
C -5.28 -0.51 -6.45
C -5.25 -1.98 -6.00
C -5.81 -2.26 -4.59
C -7.06 -1.44 -4.18
C -6.96 -0.72 -2.83
C -6.14 0.60 -2.86
C -4.71 0.38 -2.46
N -3.84 0.20 -3.42
C -2.55 -0.04 -3.01
C -1.58 -0.29 -4.00
C -0.30 -0.55 -3.66
C 0.09 -0.56 -2.31
C -0.82 -0.31 -1.30
C -0.43 -0.29 0.16
C 0.55 -1.40 0.58
C -0.19 -2.65 0.99
N -0.77 -2.72 2.28
O -0.28 -3.57 0.23
C -2.17 -0.06 -1.66
N -3.11 0.17 -0.69
C -4.33 0.36 -1.08
P -5.47 0.54 0.33
O -5.61 -0.70 1.13
H -1.90 1.42 -7.35
H -2.75 2.39 -6.11
H -2.62 3.02 -7.71
H -4.83 1.86 -6.87
H -4.39 1.69 -8.52
H -3.14 -0.36 -6.83
H -4.18 -0.55 -8.29
H -6.17 -0.36 -7.06
H -5.30 0.13 -5.57
H -4.21 -2.28 -5.98
H -5.73 -2.64 -6.71
H -6.09 -3.31 -4.57
H -5.06 -2.15 -3.82
H -7.87 -2.16 -4.03
H -7.41 -0.76 -4.94
H -7.98 -0.44 -2.57
H -6.56 -1.37 -2.06
H -6.59 1.35 -2.22
H -6.15 1.03 -3.86
H -1.86 -0.28 -5.04
H 0.45 -0.74 -4.41
H 1.12 -0.77 -2.06
H 0.07 0.66 0.34
H -1.31 -0.34 0.79
H 1.12 -1.07 1.44
H 1.26 -1.67 -0.19
H -1.14 -1.82 2.57
H -0.10 -3.02 2.98
H -4.93 1.63 1.04
H -6.73 0.97 -0.13
C 2.78 3.30 -8.68
C 2.13 2.42 -7.58
C 3.19 1.79 -6.67
C 3.89 0.55 -7.22
C 2.88 -0.44 -7.78
C 1.96 0.19 -8.81
N 1.26 1.38 -8.22
O 0.34 0.99 -7.41
C 2.77 0.58 -10.06
C 0.92 -0.82 -9.29
C 1.28 3.35 -6.73
H 2.39 3.08 -9.67
H 2.57 4.36 -8.51
H 3.87 3.18 -8.71
H 2.72 1.52 -5.72
H 3.94 2.55 -6.43
H 4.63 0.83 -7.98
H 4.47 0.08 -6.42
H 3.41 -1.29 -8.24
H 2.29 -0.86 -6.96
H 2.14 1.06 -10.81
H 3.19 -0.32 -10.51
H 3.61 1.24 -9.85
H 0.34 -1.24 -8.47
H 1.43 -1.65 -9.79
H 0.23 -0.37 -10.01
H 0.45 3.78 -7.30
H 1.90 4.17 -6.37
H 0.86 2.85 -5.85
C -2.71 -3.07 7.85
C -1.38 -3.67 7.31
C -0.46 -4.10 8.45
C 0.33 -2.98 9.13
C 1.00 -2.08 8.10
C 0.00 -1.54 7.08
N -0.72 -2.67 6.41
O 0.05 -3.25 5.56
C -0.97 -0.59 7.79
C 0.72 -0.70 6.03
C -1.76 -4.91 6.51
H -2.96 -2.13 7.38
H -3.55 -3.73 7.64
H -2.69 -2.91 8.93
H 0.25 -4.84 8.07
H -1.06 -4.63 9.20
H -0.31 -2.40 9.79
H 1.10 -3.43 9.77
H 1.50 -1.25 8.60
H 1.79 -2.64 7.58
H -1.72 -0.20 7.10
H -0.43 0.26 8.20
H -1.50 -1.05 8.62
H 1.51 -1.25 5.52
H 1.18 0.16 6.51
H 0.02 -0.33 5.28
H -2.36 -4.66 5.64
H -2.35 -5.57 7.15
H -0.89 -5.47 6.18
C 8.50 3.61 -4.20
C 7.92 2.23 -4.63
C 8.79 1.08 -4.10
C 10.05 0.78 -4.92
C 9.73 0.70 -6.41
C 9.00 1.95 -6.92
N 7.77 2.19 -6.11
O 6.85 1.34 -6.45
C 9.96 3.15 -6.85
C 8.64 1.80 -8.39
C 6.55 2.12 -3.96
H 8.55 4.31 -5.04
H 7.86 4.10 -3.47
H 9.49 3.53 -3.77
H 8.19 0.17 -4.07
H 9.07 1.30 -3.07
H 10.82 1.53 -4.74
H 10.47 -0.17 -4.59
H 10.64 0.56 -6.99
H 9.11 -0.18 -6.60
H 9.46 4.07 -7.18
H 10.81 2.98 -7.51
H 10.37 3.34 -5.86
H 8.03 0.91 -8.57
H 9.55 1.70 -8.98
H 8.09 2.67 -8.75
H 5.86 2.87 -4.34
H 6.67 2.28 -2.88
H 6.11 1.13 -4.09
C -5.82 -0.34 12.58
C -4.45 -0.89 12.10
C -3.56 -1.28 13.30
C -2.83 -0.12 13.98
C -2.15 0.79 12.95
C -3.13 1.27 11.88
N -3.79 0.11 11.22
O -2.96 -0.46 10.41
C -4.16 2.22 12.53
C -2.39 2.11 10.84
C -4.75 -2.17 11.33
H -6.09 0.59 12.08
H -6.63 -1.04 12.35
H -5.85 -0.16 13.66
H -2.80 -1.99 12.96
H -4.17 -1.81 14.03
H -3.52 0.46 14.60
H -2.08 -0.52 14.66
H -1.70 1.65 13.45
H -1.33 0.24 12.48
H -4.88 2.57 11.79
H -3.64 3.09 12.93
H -4.71 1.78 13.35
H -1.57 1.57 10.38
H -1.98 3.00 11.32
H -3.07 2.44 10.06
H -5.32 -1.96 10.42
H -5.34 -2.84 11.95
H -3.84 -2.70 11.04

---

2.
259
Properties=species:S:1:pos:R:3 method="wB97M-V/def2-TZVPD" total_charge=-1 total_energy_ev=-378511.6473 fmax_ha_per_bohr=0.299 relative_energy_kcal_mol=0.00 lumo_energy_ev=0.209 e_homo_ev=-7.133
Na -4.47 3.72 0.32
C 4.82 1.56 -6.03
C 3.35 2.03 -5.77
C 2.41 1.51 -6.86
N 0.92 1.88 -6.60
C 0.19 1.09 -5.44
C 0.11 -0.36 -5.83
C -0.57 -0.61 -7.17
C 0.00 0.23 -8.30
C 0.06 1.73 -7.96
C 0.84 3.37 -6.08
H 5.31 2.34 -6.61
H 4.90 0.59 -6.52
H 5.58 1.54 -5.25
H 3.42 3.11 -5.91
H 3.22 1.76 -4.72
H 2.53 0.45 -7.11
H 2.69 2.06 -7.77
H 0.56 1.29 -4.43
H -0.82 1.50 -5.49
H 1.11 -0.78 -5.80
H -0.42 -1.03 -5.14
H -0.63 -1.70 -7.25
H -1.61 -0.26 -7.13
H 0.93 -0.24 -8.60
H -0.52 0.01 -9.23
H 0.58 2.27 -8.76
H -0.95 2.13 -7.85
H -0.21 3.50 -5.82
H 1.14 4.07 -6.86
H 1.46 3.58 -5.21
C 1.35 2.56 -1.14
C 1.01 1.58 -0.02
C -0.36 1.02 -0.32
N -1.17 0.39 0.88
C -0.30 -0.71 1.58
C -1.13 -1.53 2.55
C -2.30 -2.26 1.83
C -3.24 -1.11 1.20
C -2.40 -0.35 0.13
C -1.62 1.49 1.88
H 1.25 2.13 -2.14
H 2.40 2.78 -0.99
H 0.91 3.55 -1.05
H 1.21 1.90 1.01
H 1.60 0.67 -0.08
H -0.44 0.21 -1.05
H -1.08 1.76 -0.68
H 0.01 -1.33 0.74
H 0.55 -0.20 2.03
H -0.50 -2.37 2.82
H -1.53 -1.02 3.43
H -1.92 -2.90 1.03
H -2.86 -2.90 2.51
H -4.13 -1.57 0.78
H -3.67 -0.41 1.91
H -2.24 -1.12 -0.62
H -3.02 0.49 -0.17
H -2.05 0.99 2.75
H -2.35 2.10 1.35
H -0.80 2.17 2.10
C 8.80 -2.98 2.34
C 7.29 -2.77 2.13
C 6.88 -3.35 0.83
N 5.52 -2.74 0.28
C 5.75 -1.19 -0.09
C 4.52 -0.66 -0.91
C 4.35 -1.38 -2.20
C 4.24 -2.85 -1.95
C 5.31 -3.52 -1.11
C 4.33 -3.02 1.28
H 9.46 -2.73 1.50
H 8.87 -4.06 2.49
H 9.14 -2.57 3.29
H 7.07 -1.70 2.10
H 6.70 -3.10 2.98
H 6.76 -4.43 0.83
H 7.63 -3.27 0.04
H 6.67 -1.14 -0.66
H 5.83 -0.65 0.85
H 4.78 0.38 -1.09
H 3.60 -0.62 -0.33
H 5.23 -1.18 -2.81
H 3.47 -0.94 -2.67
H 4.07 -3.40 -2.88
H 3.26 -3.13 -1.57
H 6.24 -3.34 -1.64
H 5.04 -4.55 -0.89
H 4.33 -4.10 1.31
H 3.42 -2.54 0.91
H 4.65 -2.70 2.28
C 6.35 2.84 -1.05
C 6.40 3.29 0.42
C 5.49 4.50 0.67
N 5.04 4.85 2.16
C 3.77 5.82 2.03
C 3.08 6.08 3.36
C 2.65 4.69 3.91
C 3.90 3.86 4.14
C 4.71 3.55 2.89
C 6.19 5.64 2.79
H 5.31 2.75 -1.38
H 6.79 1.85 -1.12
H 6.80 3.53 -1.75
H 7.43 3.55 0.65
H 6.05 2.43 0.99
H 4.58 4.23 0.13
H 5.98 5.33 0.15
H 3.23 5.20 1.32
H 4.03 6.78 1.57
H 2.16 6.65 3.18
H 3.64 6.69 4.07
H 1.94 4.21 3.23
H 2.01 4.80 4.79
H 3.71 2.89 4.60
H 4.50 4.27 4.95
H 4.10 2.97 2.20
H 5.62 3.01 3.13
H 5.90 5.85 3.82
H 6.43 6.50 2.18
H 7.00 4.92 2.80
C -4.27 -5.36 5.41
C -2.99 -5.25 6.28
C -3.19 -4.16 7.39
N -2.19 -3.00 7.41
C -0.76 -3.46 7.89
C 0.23 -2.23 8.07
C -0.27 -1.23 9.15
C -1.76 -0.93 8.92
C -2.73 -2.03 8.55
C -2.23 -2.28 6.06
H -5.10 -5.50 6.11
H -4.24 -6.06 4.57
H -4.40 -4.39 4.94
H -2.15 -5.07 5.60
H -2.86 -6.22 6.75
H -3.18 -4.60 8.39
H -4.16 -3.67 7.33
H -0.90 -4.01 8.82
H -0.39 -4.19 7.16
H 1.14 -2.66 8.49
H 0.45 -1.60 7.22
H -0.04 -1.67 10.12
H 0.31 -0.31 9.04
H -2.10 -0.57 9.89
H -1.76 -0.07 8.25
H -2.77 -2.65 9.44
H -3.71 -1.64 8.31
H -1.82 -2.95 5.30
H -1.70 -1.33 6.08
H -3.28 -2.24 5.81
C -8.05 -3.17 -1.66
C -6.67 -2.81 -2.25
C -6.16 -3.83 -3.26
N -4.70 -3.69 -3.80
C -4.39 -2.33 -4.39
C -3.01 -2.27 -5.01
C -2.74 -3.43 -6.12
C -3.08 -4.81 -5.55
C -4.47 -4.81 -4.81
C -3.70 -3.93 -2.66
H -8.03 -4.22 -1.34
H -8.84 -3.17 -2.41
H -8.31 -2.44 -0.91
H -6.09 -2.60 -1.35
H -6.82 -1.87 -2.78
H -6.72 -3.86 -4.19
H -6.14 -4.86 -2.89
H -5.19 -1.99 -5.06
H -4.59 -1.60 -3.60
H -2.80 -1.34 -5.55
H -2.24 -2.25 -4.24
H -3.39 -3.23 -6.98
H -1.73 -3.38 -6.52
H -3.17 -5.50 -6.39
H -2.22 -4.98 -4.90
H -5.24 -4.80 -5.58
H -4.51 -5.82 -4.39
H -3.71 -3.07 -2.00
H -2.68 -4.11 -3.01
H -3.99 -4.81 -2.08
N -3.11 5.21 1.39
S -1.58 5.84 1.01
O -0.69 6.22 2.08
O -1.52 6.55 -0.27
F -0.86 4.40 0.64
S -3.37 6.09 2.51
O -3.41 7.54 2.32
O -3.01 5.60 3.93
F -5.01 5.82 2.45
N 2.08 -5.39 3.52
S 0.87 -5.11 4.33
O -0.16 -6.15 4.41
O 0.45 -3.75 4.55
F 1.52 -5.30 5.80
S 1.36 -5.02 2.01
O 1.40 -3.63 1.63
O 0.27 -5.85 1.54
F 2.55 -5.58 1.21
N -6.63 2.99 0.93
S -7.11 1.53 0.78
O -7.50 1.09 -0.55
O -7.65 0.84 1.95
F -5.59 0.97 0.79
S -8.25 3.53 1.12
O -8.94 3.03 2.30
O -8.98 3.90 -0.08
F -7.89 5.02 1.58
N -0.27 1.66 5.33
S 1.01 0.98 5.35
O 1.68 0.65 6.61
O 1.79 1.09 4.07
F 0.39 -0.47 5.01
S -0.04 2.79 6.51
O 1.15 3.60 6.51
O -0.56 2.34 7.78
F -1.16 3.83 5.98
N -7.06 -5.09 3.38
S -6.26 -4.28 2.34
O -6.93 -3.64 1.21
O -4.94 -4.98 2.13
F -5.85 -3.02 3.30
S -7.37 -6.41 2.29
O -6.19 -7.26 1.99
O -8.46 -6.23 1.35
F -8.08 -7.33 3.53
N -0.26 -3.89 -3.29
S 0.41 -3.55 -1.85
O 0.74 -2.14 -1.60
O 1.28 -4.52 -1.23
F -0.97 -3.83 -1.00
S 1.02 -3.94 -4.00
O 1.66 -5.25 -3.95
O 1.85 -2.74 -4.36
F 0.25 -4.07 -5.40
N -3.25 2.63 -1.87
S -2.31 3.39 -3.02
O -2.97 4.43 -3.74
O -1.17 2.71 -3.61
F -1.67 4.32 -1.85
S -3.64 1.60 -2.84
O -2.77 0.38 -2.88
O -4.42 1.88 -4.04
F -4.87 1.06 -1.94
C 2.12 5.98 -2.45
F 1.26 6.90 -1.95
F 2.75 5.41 -1.44
F 1.47 4.94 -3.04
S 3.36 6.77 -3.80
O 3.87 8.03 -3.29
O 4.49 5.77 -3.81
N 2.36 6.93 -5.16
S 3.30 7.25 -6.17
O 3.98 8.53 -6.13
O 4.13 6.12 -6.51
C 2.00 7.24 -7.73
F 1.10 8.20 -7.63
F 2.68 7.42 -8.79
F 1.25 6.12 -7.79